Entry 1:
2 unconnected molecules or ions with the total composition C20H21Br2F10NO5S in a non-equilibrium geometry, computed with ωB97M-V/def2-TZVPD.

Structure (ORCA input):
```
! RIJCOSX wB97M-V def2-TZVPD def2/J DEFGRID3
* xyz 0 1
Br 3.828 1.472 -5.197
Br -0.442 0.806 -4.349
S -3.971 1.784 2.675
F -2.468 -2.425 0.271
F -0.876 -2.194 1.703
F 1.237 -1.229 -4.883
F -1.714 -4.123 1.341
F -0.517 -2.367 -1.380
F -0.695 -4.460 -0.882
F 1.030 -3.926 1.306
F 1.388 0.427 -6.236
F 1.724 -4.222 -0.738
F 2.017 1.628 -3.234
O 3.242 -0.450 1.096
O 4.772 -0.097 -0.459
O -2.583 1.622 2.985
O -4.698 2.449 3.920
O -4.360 2.461 1.477
N 1.114 2.737 0.076
C 3.748 -0.600 -0.152
C 1.089 0.344 0.516
C 1.854 -0.876 1.058
C 2.904 -1.615 -0.988
C 2.469 0.647 -4.052
C -4.131 3.667 4.453
C -1.376 -2.995 0.767
C -4.780 0.223 2.745
C -0.130 2.647 -0.375
C 3.129 -0.434 -3.231
C 2.079 -2.150 0.199
C 3.933 -2.643 -1.497
C -0.355 -3.247 -0.396
C -0.857 1.451 -0.402
C 2.155 -0.999 -2.164
C -0.231 0.302 0.066
C 1.701 1.617 0.507
C -4.464 4.881 3.610
C 1.273 0.110 -4.943
C 1.117 -3.332 0.085
H -4.434 -0.351 1.887
H 1.592 -1.798 -2.628
H -3.974 4.838 2.638
H 2.711 1.730 0.865
H -0.811 -0.593 0.058
H 1.517 -1.107 2.060
H -5.853 0.383 2.685
H 3.491 -3.250 -2.282
H -4.507 -0.272 3.672
H -4.132 5.785 4.122
H 1.502 -0.191 -1.870
H -4.564 3.760 5.447
H -5.538 4.947 3.440
H -3.054 3.541 4.570
H -0.595 3.557 -0.728
H -1.872 1.431 -0.760
H 4.254 -3.282 -0.681
H 2.866 -2.634 0.777
H 4.808 -2.136 -1.884
H 4.023 -0.024 -2.776
H 3.419 -1.230 -3.909
*
```

The SMILES is C[C@]1(CC[C@@](F)(Br)C(F)(F)Br)C(=O)O[C@@H](c2cccnc2)[C@H]1C(F)(F)C(F)(F)C(F)(F)F.CCOS(C)(=O)=O. The value obtained for the strongest force on any atom is 1.1 eV/A. The calculation puts the HOMO-LUMO gap at 10.04 eV.


Entry 2:
A molecular structure, C20H21Cl12FN2O2S3 in a non-equilibrium geometry, computed with ωB97M-V/def2-TZVPD.

Structure (ORCA input):
```
! RIJCOSX wB97M-V def2-TZVPD def2/J DEFGRID3
* xyz 0 1
Cl 0.653 9.141 2.710
Cl -0.041 4.796 2.146
Cl -1.105 2.692 -2.701
Cl 1.585 -7.603 -0.614
Cl 1.036 3.805 -1.081
Cl -2.451 5.952 3.272
Cl -0.292 5.112 5.025
Cl 0.405 9.456 5.588
Cl 1.121 -8.510 2.111
Cl -1.748 10.324 3.840
Cl -1.742 4.373 -0.442
Cl 0.189 -10.105 -0.131
S 1.665 -0.579 -0.903
S -1.105 1.603 3.201
S 0.425 -2.168 1.331
F -1.147 1.341 4.744
O -1.619 2.909 2.930
O -1.803 0.567 2.544
N -0.525 -2.293 -1.120
N 0.507 1.576 2.884
C -0.679 -5.779 -2.434
C 0.759 1.513 1.404
C -2.381 0.496 -2.653
C 0.445 -1.724 -0.238
C -0.583 4.087 -1.741
C 0.658 -6.116 -2.614
C 2.270 1.293 1.157
C 1.449 -9.011 0.450
C -1.835 0.592 -3.973
C -1.153 4.778 3.516
C -1.055 -4.537 -1.965
C -0.836 -0.309 -4.300
C -0.108 -3.576 -1.644
C 1.607 -5.152 -2.308
C 2.685 -0.057 0.495
C -0.384 -1.262 -3.399
C -0.459 9.141 4.081
C 1.226 -3.910 -1.827
C -1.920 -0.454 -1.788
C -0.918 -1.346 -2.134
H 3.695 0.105 0.081
H 2.805 -0.862 1.232
H 0.418 -1.940 -3.695
H -2.168 1.336 -4.694
H 2.392 -9.544 0.438
H -1.593 3.789 3.585
H -0.544 4.966 -2.373
H -0.419 -0.243 -5.306
H 0.480 2.470 0.931
H -0.910 8.160 4.148
H 0.110 0.725 1.014
H 2.762 1.309 2.145
H -2.360 -0.486 -0.787
H -2.129 -4.367 -1.859
H -1.422 -6.533 -2.695
H 2.035 -3.215 -1.603
H 2.673 -5.366 -2.407
H -3.177 1.165 -2.330
H 2.688 2.118 0.567
H 0.937 2.452 3.181
H 0.932 -7.097 -2.991
*
```

The value obtained for the strongest force on any atom is 10.1 eV/A. The calculation puts the HOMO-LUMO gap at 8.33 eV.


Entry 3:
2 unconnected molecules or ions with the total composition C20H21Cl2, computed with ωB97M-V/def2-TZVPD.

Structure (ORCA input):
```
! RIJCOSX wB97M-V def2-TZVPD def2/J DEFGRID3
* xyz 1 1
Cl 2.704 6.221 -0.230
Cl 1.069 -4.135 3.631
C -2.752 -2.732 -1.658
C -0.099 1.217 1.330
C -0.549 -2.215 2.617
C -2.325 -1.545 -2.056
C 0.171 -1.303 -2.064
C -3.037 -0.308 -1.629
C 0.874 -2.539 -1.619
C -0.088 3.468 0.438
C 0.534 4.632 0.076
C -0.792 -0.978 2.085
C 1.563 -0.461 2.210
C -1.080 -1.426 -2.890
C 1.914 4.760 0.212
C 0.751 -2.588 2.948
C 0.641 2.368 0.962
C 1.801 -1.702 2.738
C 2.661 3.698 0.708
C 0.255 -0.045 1.867
C 0.606 -0.114 -1.683
C 2.045 2.528 1.067
H 1.915 -2.540 -1.948
H 0.096 0.786 -1.967
H -0.031 5.466 -0.308
H -1.159 1.323 1.165
H 0.867 -2.617 -0.530
H 2.400 0.186 2.066
H 1.476 -0.015 -1.064
H -4.073 -0.310 -1.976
H -1.168 -0.562 -3.559
H -3.049 -0.224 -0.541
H 3.726 3.825 0.815
H -2.554 0.587 -2.026
H 0.397 -3.435 -2.020
H 2.796 -2.010 3.016
H 2.661 1.729 1.416
H -1.155 3.377 0.315
H -1.353 -2.909 2.802
H -3.623 -2.829 -1.041
H -0.996 -2.294 -3.555
H -2.240 -3.632 -1.936
H -1.798 -0.704 1.816
*
```

The value obtained for the strongest force on any atom is 0.9 eV/A. The calculation puts the HOMO-LUMO gap at 5.63 eV.


Entry 4:
A molecular structure, C20H21F6N2O9ReSb in a non-equilibrium geometry, computed with ωB97M-V/def2-TZVPD.

Structure (ORCA input):
```
! RIJCOSX wB97M-V def2-TZVPD def2/J DEFGRID3
* xyz 1 3
Re -0.776 2.041 0.583
Sb 2.010 1.672 3.476
F 3.316 1.771 4.770
F 0.684 0.863 4.494
F 1.190 3.318 3.687
F 2.429 -0.023 2.791
F 2.946 2.376 2.026
F 0.491 1.463 1.939
O -4.205 2.036 -1.136
O -1.831 -1.139 0.126
O -4.007 3.218 2.844
O 4.899 -2.789 -0.608
O -2.053 1.675 -0.738
O -2.173 2.482 1.841
O -2.339 -2.953 -1.762
O 4.494 -4.847 -1.134
O -2.359 -0.386 2.207
N 4.172 -3.708 -0.897
N 0.735 1.989 -0.768
C -2.925 -0.781 0.977
C -3.843 -1.928 1.396
C 2.713 -3.400 -0.974
C 1.899 -4.298 -1.632
C -4.436 -1.337 2.698
C 3.747 1.201 -2.151
C 3.187 3.651 -2.437
C 1.550 2.078 -1.573
C 2.107 1.927 -3.942
C -3.609 -0.045 2.848
C 0.553 -4.002 -1.725
C 2.267 -2.224 -0.399
C -4.139 1.047 1.897
C -3.388 1.433 -0.518
C -3.460 2.362 2.216
C -3.804 0.397 0.507
C 0.078 -2.819 -1.133
C 0.921 -1.922 -0.475
C 2.657 2.211 -2.537
C -1.337 -2.684 -1.327
H 1.324 2.635 -4.213
H -5.500 -1.119 2.618
H 3.979 3.772 -3.175
H 2.312 -5.202 -2.055
H 1.709 0.915 -4.015
H -4.289 -2.002 3.544
H -3.233 -2.809 1.601
H -5.202 1.228 2.027
H 4.623 1.392 -2.771
H 4.039 1.305 -1.106
H -0.123 -4.674 -2.235
H 0.586 -0.979 -0.063
H 3.598 3.852 -1.448
H -1.149 -1.363 0.782
H 2.924 2.028 -4.655
H 3.418 0.177 -2.329
H -3.428 0.284 3.866
H -4.718 -0.011 0.078
H -4.590 -2.182 0.645
H 2.404 4.379 -2.647
H 2.956 -1.552 0.092
*
```

The value obtained for the strongest force on any atom is 1.3 eV/A. Its expectation value of S² is 2.093. The calculation puts the HOMO-LUMO gap (alpha / beta) at 6.02 / 5.62 eV.